Entry 1:
51
Properties=species:S:1:pos:R:3:forces:R:3 method="wB97M-V/def2-TZVPD" e_lumo_ev=0.6 homo_lumo_gap_ev=8.248 smiles="C[C@@H]1CCC[C@H](C)N1C(=O)c1ccccc1Nc1ccc(SC(F)F)cc1" spin_multiplicity=1
S -6.84687 0.58438 1.05316 -0.128 -0.097 -0.331
F -8.94777 -0.26445 -0.25480 -0.485 -0.162 0.245
F -7.96142 1.40063 -1.20454 -0.024 0.435 -0.213
O 0.90286 0.35927 -2.13367 -0.152 -0.043 -0.231
N -1.32803 -0.60550 -0.79437 0.379 0.443 -0.464
N 2.36540 0.51321 -0.41860 -0.066 0.043 -0.067
C -0.94058 -2.90888 -0.10990 -0.054 0.058 -0.014
C -4.38488 -0.59549 1.26050 -0.133 0.104 -0.164
C 2.60293 2.91782 0.06795 0.109 -0.160 0.017
C -3.09836 -0.88085 0.85414 0.206 0.037 -0.094
C 1.39876 -0.12307 -1.11790 -0.083 -0.005 -0.011
C 3.15440 2.56302 1.44337 -0.226 -0.002 -0.013
C 4.20765 -0.40517 0.99292 -0.226 0.022 -0.001
C -0.05852 -3.94760 0.10970 0.057 0.041 0.007
C 2.76556 0.11064 0.92044 0.032 -0.248 0.564
C -7.74275 0.26606 -0.50873 0.839 -0.436 0.127
C 1.30320 -3.76123 -0.06623 0.109 -0.102 0.008
C -3.42274 0.48972 -1.09619 0.134 -0.143 -0.002
C 4.27572 1.72724 -1.44437 -0.220 -0.009 0.055
C -4.70117 0.79034 -0.68003 0.128 -0.067 0.106
C -2.60350 -0.36609 -0.34918 -0.541 0.052 0.300
C -0.47643 -1.64827 -0.48937 0.288 -0.203 0.050
C -5.19559 0.22339 0.48774 -0.507 0.177 0.140
C 2.83174 1.79342 -0.94603 -0.020 0.462 -0.436
C 0.91109 -1.44923 -0.63137 -0.232 -0.263 -0.067
C 1.77712 -2.51943 -0.44677 -0.155 0.030 -0.032
C 2.52328 1.25762 1.91251 0.115 -0.052 -0.107
H 4.47968 2.60162 -2.05767 0.054 0.091 -0.047
H 1.52870 3.09742 0.15590 -0.035 0.042 -0.029
H 4.24014 2.47143 1.40465 0.088 0.037 0.045
H -2.46417 -1.48655 1.48193 0.045 -0.064 0.038
H -0.43931 -4.91752 0.39303 -0.041 -0.079 0.017
H 4.45836 -0.97483 0.10270 0.070 -0.069 -0.066
H 3.06657 3.83061 -0.30809 -0.043 0.043 -0.051
H 4.92388 0.40346 1.09281 0.133 0.067 -0.004
H 4.31262 -1.05511 1.85831 0.047 -0.050 0.102
H 1.44572 1.40663 2.01769 -0.036 -0.023 0.047
H -7.16593 -0.42463 -1.14110 -0.094 0.176 0.192
H 4.99440 1.70786 -0.63218 0.150 -0.016 0.072
H -2.00300 -3.08107 -0.03717 -0.073 -0.008 0.027
H 2.83363 -2.37833 -0.61552 0.125 0.044 0.024
H 2.10532 -0.71484 1.20593 0.177 0.249 -0.053
H -0.95441 0.03494 -1.48815 -0.049 -0.129 0.096
H -5.31290 1.46299 -1.26218 -0.042 0.079 -0.032
H 1.98981 -4.58076 0.07893 0.063 -0.074 0.007
H -3.03714 0.92376 -2.00693 0.049 0.021 -0.125
H 2.91974 3.35918 2.15219 0.088 0.003 0.013
H -4.76558 -0.99726 2.18640 -0.033 -0.102 0.089
H 2.91967 0.96581 2.88613 -0.040 -0.039 0.049
H 2.19721 1.98277 -1.81983 0.190 -0.038 0.282
H 4.41586 0.84094 -2.05817 0.061 -0.074 -0.068

---

Entry 2:
53
Properties=species:S:1:pos:R:3:forces:R:3 method="wB97M-V/def2-TZVPD" e_lumo_ev=-7.0 homo_lumo_gap_ev=6.824 charge=+2 spin_multiplicity=1
Pt -0.72644 -1.20051 0.31300 -0.491 0.672 0.384
Br -1.40674 2.40498 -6.10914 0.005 0.024 -0.039
S 0.57259 -3.02335 0.79455 0.279 -0.145 0.380
N 2.38558 -3.27332 -1.24162 0.024 0.001 0.013
N 3.21937 -2.28227 0.47307 -0.055 0.017 -0.022
N 0.36906 0.63187 0.58695 0.630 -0.546 -0.605
N -2.23761 -0.29154 -0.71526 -0.123 0.585 -0.103
N -2.37604 -1.83995 1.39409 0.034 -0.612 -0.424
C -2.05460 0.35463 -1.98795 -0.131 -0.065 0.131
C 1.72938 2.84771 0.94296 -0.129 -0.052 0.001
C 2.09360 -2.82046 -0.01387 0.010 0.165 0.107
C -4.74428 -1.57624 1.56930 -0.016 0.007 0.076
C 4.22668 -2.39859 -0.46279 -0.018 -0.027 -0.026
C -1.66687 1.57908 -4.44934 -0.003 -0.001 0.000
C 3.20445 2.54750 0.64383 0.004 -0.017 -0.015
C 0.96359 1.59974 0.74448 0.009 0.077 0.141
C 3.70448 -3.02846 -1.54060 0.019 0.012 0.024
C -3.54330 -1.33179 0.93449 0.039 0.122 0.136
C -2.37032 -2.56477 2.51119 -0.001 -0.077 -0.057
C 1.17470 3.89853 -0.03078 -0.005 -0.023 -0.005
C -3.11047 0.46651 -2.89231 -0.052 -0.033 -0.041
C 3.36126 -1.71068 1.81069 -0.004 -0.006 -0.016
C -2.92061 1.08233 -4.11323 -0.009 -0.002 0.017
C 1.54534 3.29737 2.39864 -0.002 0.012 0.009
C -3.41171 -0.50295 -0.24559 -0.147 -0.087 -0.075
C -3.54174 -2.83906 3.20285 0.029 0.044 0.015
C -4.74302 -2.34934 2.72347 -0.021 -0.004 0.001
C -0.60675 1.45089 -3.56690 -0.001 -0.018 0.052
C -0.80169 0.83555 -2.34080 0.059 0.074 -0.034
H 0.11882 4.09299 0.15376 -0.005 0.002 0.001
H 3.33512 2.14237 -0.35993 0.005 0.013 -0.008
H 2.12652 4.20614 2.55206 0.000 0.002 0.001
H -5.66843 -2.55633 3.24297 0.000 -0.010 -0.003
H 5.22146 -2.03537 -0.27642 0.009 0.002 -0.006
H 1.90189 2.54139 3.09786 -0.002 0.003 0.006
H -3.74136 1.16526 -4.81129 -0.003 -0.004 -0.005
H 4.27777 -1.12881 1.83813 0.008 -0.012 0.002
H 0.02792 0.75413 -1.65984 0.018 -0.035 -0.020
H 3.62136 1.85004 1.37092 -0.003 -0.005 -0.006
H -5.66022 -1.16059 1.17276 0.001 0.009 -0.005
H 4.15150 -3.32056 -2.47351 0.010 -0.003 0.001
H 1.72430 4.82731 0.11777 0.004 0.001 -0.001
H -3.49701 -3.43685 4.10168 0.005 0.001 0.003
H 1.30219 3.58842 -1.06799 0.001 0.001 -0.008
H -1.41251 -2.93882 2.84497 -0.006 -0.033 -0.013
H 0.50145 3.51896 2.61659 -0.005 -0.003 0.007
H 1.71839 -3.75298 -1.82717 -0.009 0.008 0.006
H 0.36765 1.83414 -3.83512 0.007 -0.011 -0.006
H 2.50892 -1.06964 2.02050 -0.005 -0.004 0.002
H 3.40912 -2.50749 2.54955 -0.002 0.002 0.006
H -4.29897 -0.11262 -0.72979 0.010 -0.004 0.037
H -4.08767 0.05544 -2.68003 0.024 -0.017 -0.034
H 3.76388 3.48005 0.70820 0.008 -0.003 0.018

---

Entry 3:
11
Properties=species:S:1:pos:R:3:forces:R:3 method="wB97M-V/def2-TZVPD" e_lumo_ev="0.4 / 0.3" homo_lumo_gap_ev="8.485 / 7.655" spin_multiplicity=1
Br 0.18289 -0.43872 -2.00258 -0.253 -0.529 -0.546
O 2.05172 1.74302 -0.92843 -0.335 0.984 0.475
O -1.65134 0.27170 -0.05733 -0.496 0.360 0.200
C -0.18238 -1.58460 0.66862 2.129 3.771 -2.336
C -0.52956 -0.44139 -0.26350 0.492 0.300 0.560
C 1.20227 1.85207 -0.12670 0.024 -1.484 0.203
H -1.47817 1.22781 -0.12461 -0.114 -0.510 -0.181
H 0.91019 -1.48217 0.61990 -0.139 -0.789 0.702
H 0.59478 2.69348 0.28489 0.386 0.539 -0.400
H -0.59383 -1.35631 1.57613 -0.723 0.542 2.560
H -0.50657 -2.48490 0.35361 -0.970 -3.184 -1.237

---

Entry 4:
11
Properties=species:S:1:pos:R:3:forces:R:3 method="wB97M-V/def2-TZVPD" e_lumo_ev="0.7 / -4.3" homo_lumo_gap_ev="6.896 / 5.840" spin_multiplicity=3
Br 2.58678 0.38335 0.08233 3.863 2.161 1.874
F 0.20928 3.40131 0.12366 -0.165 -1.155 0.155
F -0.39432 0.94426 0.31706 -1.245 1.761 0.368
C -0.24630 -0.36817 0.18066 2.771 -0.091 -2.711
C -1.01011 -1.21024 0.79549 -1.831 -2.193 1.719
C 0.90685 -0.58856 -0.75158 -4.732 -1.436 0.749
H 1.30162 -1.58283 -0.71379 0.012 -0.392 -0.936
H 0.90477 0.09125 -1.59880 0.079 -0.537 -0.310
H -0.68640 -2.23610 0.68749 -0.294 -0.164 -0.187
H 0.01344 2.47127 0.25116 0.320 1.593 -0.209
H -1.93505 -1.07591 1.40363 1.222 0.453 -0.512

---

Entry 5:
60
Properties=species:S:1:pos:R:3:forces:R:3 method="wB97M-V/def2-TZVPD" e_lumo_ev=1.7 homo_lumo_gap_ev=4.347 charge=-2 spin_multiplicity=1
Br 6.06487 -4.23455 3.98094 -0.976 -0.134 -0.515
Br 1.83705 -6.04658 2.62144 1.262 0.422 0.673
Br 2.73572 -6.59189 -6.44409 -0.788 0.448 0.396
Br 2.04953 -4.06148 -3.69857 -0.409 -0.556 -0.384
Br 6.40150 6.16024 3.40961 0.035 0.103 -0.994
Br 4.88256 3.50221 1.51055 0.766 0.626 -0.184
Br -0.83795 0.38096 6.33580 0.324 0.143 -0.040
Br -0.91563 4.89934 7.24769 -0.226 -0.769 0.286
O -0.35357 4.74610 -2.68317 -0.927 -1.901 -3.302
O -5.86836 -5.67869 0.86559 -0.236 -1.538 3.685
O -5.60512 2.04516 3.83849 0.686 -4.215 3.119
O -5.05495 3.43972 2.29584 0.559 1.681 -1.257
O -6.37342 -5.83305 -1.23326 -1.086 -1.690 -0.569
O -0.33281 2.97378 -4.10014 0.954 -0.477 0.230
O -2.57077 5.62829 -4.46465 1.405 -2.428 -0.434
O 0.11292 0.51911 -7.86077 -2.395 1.567 2.435
O -1.98728 3.72196 -5.61101 0.775 -0.298 0.560
O -5.11217 -4.19192 -0.55287 1.136 1.008 0.857
O -1.87141 1.34979 -5.06303 0.841 1.115 0.272
O -2.40281 -0.37489 -6.39726 0.529 0.186 0.306
O -6.85066 3.71520 3.56727 -2.928 2.461 0.646
O -0.06701 2.22238 -6.40984 -1.446 0.944 1.193
N -1.46656 0.13631 0.22816 -1.094 -0.717 -0.551
C 0.89095 -5.55707 -4.30336 0.843 -0.234 -0.965
C 0.99183 -5.86871 -5.85304 -0.676 0.215 1.214
C 6.19419 6.14678 1.40931 0.050 -0.433 0.759
C -1.90829 4.60486 -4.62189 -0.741 2.174 -0.135
C 4.22203 -4.36714 3.18523 -0.138 -1.244 0.305
C -0.73964 4.14060 -3.71051 0.054 3.000 4.229
C 6.34483 4.72668 0.88463 -0.843 -0.268 0.259
C -5.76518 -5.22021 -0.33863 0.741 2.872 -4.565
C -0.50543 1.11187 -6.94766 2.496 -2.542 -2.094
C 3.56621 -5.69052 3.65389 -0.605 0.339 -0.069
C -1.71388 0.56071 -6.08925 -0.306 -0.452 -1.698
C -5.77312 3.06866 3.22496 2.972 -0.175 -3.200
C -0.37852 2.29266 6.28797 -0.475 0.046 0.204
C -1.23778 2.94617 7.36142 0.514 -0.306 -0.797
B -1.01984 2.59401 -5.28094 -1.131 -0.934 -1.536
H 5.22958 6.62540 1.24036 0.118 -0.319 -0.121
H -2.27910 2.70464 7.14833 0.004 0.491 0.297
H -1.10270 0.28700 -0.70189 0.579 0.105 -0.361
H 0.24132 -6.62495 -6.08309 0.263 -0.332 0.218
H 4.17356 -6.58239 3.49963 0.021 0.329 -0.285
H -6.42569 -6.42811 0.64342 -0.366 -0.639 0.609
H -0.81289 -0.26324 0.88633 0.494 0.585 0.362
H -2.18179 -0.57092 0.13664 -0.657 -0.729 -0.263
H -0.11010 -5.30965 -3.95012 0.000 0.129 -0.538
H -7.11062 3.04664 4.20528 -0.994 0.155 0.688
H 4.27694 -4.42395 2.09808 0.433 0.398 0.173
H 7.29196 4.28522 1.19473 -0.224 0.005 0.026
H -2.00338 0.94778 0.49918 0.160 0.851 0.787
H -0.65150 2.62555 5.28659 0.251 0.036 0.184
H 0.68900 -5.04231 -6.49605 0.626 0.264 0.249
H -0.89958 2.53007 8.31041 -0.328 0.560 0.178
H 6.23674 4.66160 -0.19805 0.117 0.278 0.087
H 3.26645 -5.67701 4.70177 -0.025 0.165 -0.177
H 0.67583 2.42303 6.53180 -0.099 -0.195 -0.356
H 6.99475 6.76436 1.00216 -0.029 -0.003 0.173
H 1.21924 -6.42226 -3.72737 0.113 0.102 -0.160
H 3.69972 -3.47358 3.52704 0.028 -0.270 -0.107

---

Entry 6:
13
Properties=species:S:1:pos:R:3:forces:R:3 method="wB97M-V/def2-TZVPD" e_lumo_ev=0.8 homo_lumo_gap_ev=10.079 smiles="Br/C=C1/CC[C@@H]1Br" spin_multiplicity=1
Br 1.81916 2.39496 -1.63945 -0.890 -0.775 0.392
Br 1.41208 0.94828 2.06497 0.167 -0.666 -0.439
C 0.94474 -0.23211 0.57268 -0.652 1.462 -2.186
C -1.18282 -0.47926 0.04050 -0.048 0.028 -2.606
C 0.19490 1.41941 -1.32220 -3.010 -0.073 -0.582
C -0.09409 0.49735 -0.39713 3.194 -0.288 0.270
C -0.11815 -1.27416 0.83018 -1.242 2.386 -0.810
H 0.06681 -2.07700 0.23340 0.817 -2.934 -0.753
H -0.72002 1.70860 -1.96775 1.988 -0.095 0.719
H -1.85557 -0.93742 -0.77223 1.446 0.214 1.002
H 1.76633 -0.63157 -0.06594 0.088 0.691 1.202
H -0.36784 -1.39085 1.82380 -0.383 -0.993 1.999
H -1.86553 0.05376 0.59916 -1.473 1.043 1.791

---

Entry 7:
7
Properties=species:S:1:pos:R:3:forces:R:3 method="wB97M-V/def2-TZVPD" e_lumo_ev=0.3 homo_lumo_gap_ev=10.667 smiles="O=[N+]([O-])NO" spin_multiplicity=1
O 1.73843 -0.19837 -0.88948 -1.171 -0.575 -0.663
O -1.17954 0.30452 0.89480 2.539 -1.009 3.545
O -0.39980 -0.56341 -1.37943 -0.674 -0.528 -2.549
N 0.53349 -0.30949 -0.70447 1.141 1.618 3.727
N 0.14732 -0.11765 0.64275 0.409 0.648 1.479
H 0.79734 0.40585 1.30352 -0.906 -0.672 -1.895
H -1.63723 0.47856 0.13231 -1.338 0.517 -3.644